Molecular formula: C33H67BrF5N6O7PS
Method: DFT, ωB97M-V/def2-TZVPD

Output
Charge   0
Multiplicity   1
LUMO level   -1.378 eV
HOMO energy   -7.061 eV
Frontier orbital gap   5.682 eV

Structure (XYZ):
```
121
C33H67BrF5N6O7PS | the Open Molecules 2025 dataset | ωB97M-V/def2-TZVPD
C 5.27 -1.42 4.62
C 3.64 -1.42 4.63
C 3.01 -0.07 3.98
C 1.48 -0.31 3.47
N 1.24 0.04 2.06
C 0.83 -1.07 1.16
C 1.87 -2.26 1.32
S 3.65 -1.78 1.03
O 3.87 -0.33 0.70
O 4.17 -2.59 -0.16
N 0.87 -0.62 -0.25
C -0.17 0.36 -0.52
N 0.09 1.69 -0.59
C -0.92 2.72 -0.74
C -1.17 3.71 0.55
C -0.49 3.28 1.91
C 1.54 2.07 -0.56
Br 2.18 1.59 -2.44
C 1.92 3.60 -0.44
C 3.51 3.73 -0.84
N -1.47 -0.25 -0.64
C -2.34 0.05 -1.76
C -3.10 -0.98 -2.67
C -4.06 -0.12 -3.67
O -4.39 -0.90 -4.86
C -1.60 -1.58 0.07
P -3.38 -1.55 0.72
C -3.90 -0.12 1.78
C -3.45 1.36 1.34
C -4.28 -3.07 1.16
C -3.54 -4.38 1.69
C -1.23 -2.87 -0.77
F -0.61 -3.91 0.02
F -2.43 -3.59 -1.20
C -0.33 -2.83 -2.06
F -0.84 -3.74 -3.05
F 0.97 -3.39 -1.79
F -0.07 -1.66 -2.76
C -0.71 -1.39 1.44
C -1.04 -2.39 2.62
O -0.47 -3.51 2.87
O -2.00 -2.04 3.59
H 5.62 -0.71 5.45
H 5.69 -2.47 4.83
H 5.71 -1.07 3.62
H 3.29 -2.38 4.08
H 3.33 -1.57 5.72
H 3.00 0.69 4.85
H 3.68 0.39 3.17
H 1.18 -1.35 3.82
H 0.85 0.43 4.11
H 0.60 0.84 2.05
H 1.88 -2.76 2.36
H 1.70 -3.15 0.60
H 4.44 -2.18 2.11
H 1.77 -0.53 -0.70
H -1.98 2.47 -1.04
H -0.56 3.44 -1.57
H -2.30 3.86 0.75
H -0.78 4.77 0.28
H 0.58 2.90 1.87
H -0.46 4.22 2.59
H -1.08 2.50 2.54
H 2.18 1.49 0.19
H 1.39 4.31 -1.18
H 1.84 4.09 0.58
H 4.08 2.76 -0.57
H 3.66 4.05 -1.92
H 3.95 4.53 -0.14
H -1.74 0.73 -2.50
H -3.17 0.78 -1.39
H -2.49 -1.66 -3.36
H -3.84 -1.67 -2.12
H -3.52 0.86 -3.94
H -5.01 0.09 -3.08
H -3.62 -0.88 -5.47
H -3.65 -0.19 2.91
H -5.06 -0.10 1.76
H -3.99 1.77 0.42
H -2.31 1.35 1.27
H -3.72 2.06 2.22
H -4.92 -3.41 0.25
H -5.08 -2.82 1.96
H -2.77 -4.83 0.99
H -4.36 -5.18 1.82
H -3.08 -4.27 2.74
H -1.14 -0.39 1.86
C 3.24 7.61 4.63
C 2.10 6.67 4.24
C 2.51 5.18 4.20
O 3.28 4.81 3.07
C 4.66 5.13 3.15
N 1.54 7.11 2.95
H 3.94 7.79 3.81
H 2.84 8.59 4.91
H 3.80 7.22 5.48
H 1.32 6.78 5.00
H 1.59 4.59 4.15
H 3.02 4.89 5.13
H 5.04 5.05 4.17
H 4.83 6.14 2.76
H 5.21 4.44 2.52
H 0.72 6.55 2.74
H 2.21 6.83 2.22
C -1.02 -6.31 -6.93
C -1.73 -5.58 -8.06
C -1.85 -4.06 -7.84
O -2.84 -3.67 -6.89
C -2.44 -3.79 -5.54
N -3.05 -6.19 -8.27
H -1.66 -6.45 -6.05
H -0.72 -7.31 -7.26
H -0.12 -5.77 -6.61
H -1.14 -5.73 -8.97
H -2.15 -3.60 -8.79
H -0.88 -3.62 -7.58
H -1.38 -3.57 -5.40
H -2.67 -4.79 -5.16
H -3.03 -3.08 -4.95
H -3.48 -5.78 -9.10
H -3.65 -5.89 -7.51
```

Mulliken population analysis, charges in e, atoms 1 to 99:
1 C -1.17
2 C -0.47
3 C -0.49
4 C -0.45
5 N 0.74
6 C -1.15
7 C -0.50
8 S 1.09
9 O -0.53
10 O -0.76
11 N 0.79
12 C -2.27
13 N 1.42
14 C -0.81
15 C -0.68
16 C -0.49
17 C -0.75
18 Br -0.05
19 C 0.29
20 C -1.08
21 N 0.92
22 C -1.07
23 C 0.36
24 C -0.74
25 O -0.49
26 C 0.40
27 P -0.01
28 C -0.88
29 C -0.47
30 C -0.52
31 C -0.97
32 C 1.27
33 F -0.31
34 F -0.32
35 C 0.34
36 F -0.23
37 F -0.31
38 F -0.22
39 C 0.49
40 C -0.32
41 O -0.69
42 O -0.76
43 H 0.35
44 H 0.30
45 H 0.29
46 H 0.21
47 H 0.41
48 H 0.44
49 H 0.25
50 H 0.23
51 H 0.31
52 H -0.45
53 H 0.49
54 H 0.32
55 H 0.06
56 H 0.67
57 H 0.03
58 H 0.67
59 H 0.41
60 H 0.41
61 H -0.17
62 H 0.36
63 H 0.34
64 H 0.57
65 H 0.30
66 H -0.13
67 H 0.27
68 H 0.35
69 H 0.31
70 H 0.48
71 H 0.19
72 H -0.28
73 H 0.09
74 H 0.27
75 H 0.34
76 H 0.31
77 H 0.41
78 H 0.51
79 H 0.22
80 H -0.28
81 H 0.41
82 H 0.36
83 H 0.44
84 H 0.17
85 H 0.41
86 H 0.23
87 H -0.04
88 C -1.47
89 C 0.31
90 C -0.68
91 O -0.07
92 C -0.98
93 N -0.73
94 H 0.29
95 H 0.37
96 H 0.34
97 H 0.41
98 H 0.19
99 H 0.47